1.
Formula: C4H8FeO3
Source: OMol25
Level of theory: ωB97M-V with the def2-TZVPD basis set

## Properties
⟨S²⟩: 12.022
Total charge: +2
Relative energy (zero: lowest compared OMol25 entry of this formula, charge and spin), kcal/mol: 58.9
Molar mass, g mol⁻¹: 159.9
LUMO level (alpha / beta), eV: -9.5303 / -13.8370
Multiplicity: 7

Last column: Mulliken charge in e.
Element x y z (Å)
O: 1.8401 -0.9257 -1.0077  -0.151
C: 0.9480 -0.2963 -0.3551  0.410
Fe: -1.9031 0.2075 -0.2718  1.354
O: -0.1641 -0.0396 -0.7743  -0.477
C: 3.2510 -0.8513 -0.5879  -0.227
H: 3.5313 -1.8954 -0.4117  0.378
H: 3.7737 -0.4002 -1.4384  0.351
C: 3.3513 -0.0002 0.6608  -0.666
H: 3.4206 1.0115 0.2241  0.495
H: 2.4691 0.5909 1.3417  0.481
O: -3.6373 0.1483 -0.3517  -0.675
C: -4.7635 0.6860 0.2494  -0.539
H: -4.8336 0.4216 1.3234  0.278
H: -4.7918 1.7914 0.1861  0.279
H: -5.6868 0.3124 -0.2328  0.227
H: 3.1951 -0.7609 1.4460  0.481


2.
Formula: C3H7NS2
Source: OMol25
Level of theory: ωB97M-V with the def2-TZVPD basis set

## Properties
Total charge: 0
Relative energy (zero: lowest compared OMol25 entry of this formula, charge and spin), kcal/mol: 4.6
Molar mass, g mol⁻¹: 121.2
LUMO level, eV: 0.7112
Multiplicity: 1

Last column: Mulliken charge in e.
Element x y z (Å)
C: -1.3676 0.0414 2.0439  -0.960
N: -0.6296 0.7285 1.0196  -0.227
C: -0.0762 -0.0096 0.0260  0.321
S: -0.1711 -1.6252 -0.1232  -0.349
S: 0.8425 0.9827 -1.1070  -0.098
C: 1.4847 -0.1585 -2.2600  -0.900
H: -2.1520 -0.5360 1.6096  0.311
H: -1.7356 0.7244 2.7276  0.400
H: -0.6673 -0.6622 2.5834  0.294
H: -0.4727 1.7385 1.0129  0.254
H: 2.0495 0.3377 -3.0237  0.355
H: 0.6894 -0.7470 -2.7765  0.297
H: 2.2059 -0.8147 -1.7326  0.302


no.,F_max (eV/Å)
1,3.66
2,2.40